C4H10N2O | ωB97M-V/def2-TZVPD

```
17
Properties=species:S:1:pos:R:3:forces:R:3:mulliken_charge:R:1
H 1.846 -1.900 1.634 0.1 0.1 -0.3 0.225
N 1.197 -1.115 1.594 -0.5 -0.1 0.4 -0.563
C 1.252 -0.434 0.535 0.1 0.9 0.0 0.261
C 2.166 -0.617 -0.637 0.0 -0.3 0.0 -1.189
H 0.571 0.445 0.480 0.7 -0.8 0.0 0.239
H 2.335 0.330 -1.144 0.0 0.0 -0.1 0.332
H 3.122 -1.047 -0.334 0.0 0.0 0.0 0.369
H 1.699 -1.304 -1.347 0.0 0.1 -0.1 0.249
C -1.425 1.491 0.603 -1.1 -0.1 -0.8 -1.115
C -1.820 0.670 -0.676 0.4 0.8 1.5 0.647
N -1.566 -0.648 -0.598 0.3 -0.9 0.4 -0.358
O -2.317 1.206 -1.636 -0.1 0.2 -0.4 -0.621
H -0.715 2.256 0.296 0.2 -0.1 0.1 0.294
H -1.111 0.938 1.485 0.3 -0.2 -0.2 0.433
H -2.327 2.019 0.907 -0.1 0.1 -0.1 0.317
H -1.110 -1.053 0.217 -0.4 0.2 -0.5 0.268
H -1.798 -1.238 -1.380 0.0 0.0 0.0 0.211
```
Positions in Å, forces in eV/Å.

- Molecular weight: 102.137 g mol⁻¹
- SMILES: [H]/N=C\C.CC(N)=O
- Maximum force: 1.79 eV/Å
- Energy relative to the best compared isomer or geometry (same formula, charge and spin): 1.258 eV